Formula: C30H54BO16
Source: the OMol25 dataset
Level of theory: wB97M-V/def2-TZVPD

Each line ends with the Löwdin charge.
Geometry (Å):
C  5.308  -2.202  2.242  -0.106
C  3.990  -1.699  1.514  -0.234
C  4.337  -1.478  0.001  -0.227
C  3.035  -1.040  -0.744  -0.198
C  2.728  0.488  -0.561  -0.178
C  1.287  0.766  -0.008  -0.177
C  1.247  2.042  0.926  -0.186
C  0.751  1.671  2.356  -0.209
C  -0.795  1.711  2.538  -0.196
C  -1.586  1.065  1.331  -0.187
C  -1.431  -0.499  1.536  -0.200
C  -1.588  -1.301  0.197  -0.180
C  -0.513  -2.415  -0.078  -0.188
C  0.043  -3.154  1.182  -0.259
C  0.341  -4.673  0.962  -0.219
B  -1.050  -5.573  0.753  -0.628
O  -1.428  -5.698  -0.703  -0.157
H  5.652  -1.404  2.923  0.060
H  6.087  -2.399  1.485  0.057
H  5.051  -3.124  2.792  0.066
H  3.570  -0.795  1.991  0.100
H  3.198  -2.474  1.539  0.095
H  4.631  -2.473  -0.394  0.109
H  5.171  -0.763  -0.138  0.107
H  2.211  -1.681  -0.382  0.079
H  3.186  -1.247  -1.826  0.078
H  3.499  1.008  0.045  0.101
H  2.774  0.957  -1.571  0.095
H  0.614  0.970  -0.866  0.099
H  0.931  -0.110  0.570  0.087
H  0.621  2.851  0.476  0.090
H  2.272  2.460  1.035  0.100
H  1.206  0.694  2.627  0.097
H  1.179  2.417  3.066  0.103
H  -1.018  1.112  3.451  0.105
H  -1.126  2.745  2.760  0.089
H  -1.226  1.387  0.338  0.082
H  -2.659  1.304  1.476  0.089
H  -0.472  -0.630  2.054  0.058
H  -2.265  -0.783  2.211  0.118
H  -2.597  -1.759  0.135  0.106
H  -1.550  -0.544  -0.627  0.074
H  0.337  -1.940  -0.614  0.066
H  -0.976  -3.128  -0.791  0.098
H  1.008  -2.644  1.445  0.066
H  -0.597  -3.044  2.073  0.085
H  1.109  -4.871  0.179  0.073
H  0.779  -5.042  1.928  0.068
H  -1.941  -4.975  1.341  0.042
H  -0.943  -6.652  1.294  0.018
H  -2.115  -5.053  -0.820  -0.004
C  0.289  -0.870  7.173  -0.132
C  1.661  -0.445  6.723  -0.133
O  1.798  -1.105  5.467  0.061
C  0.547  -1.347  4.993  -0.544
O  0.308  -1.731  3.899  0.171
O  -0.392  -1.087  5.940  0.066
H  -0.215  -0.108  7.765  0.131
H  0.304  -1.806  7.737  0.133
H  1.735  0.634  6.565  0.132
H  2.445  -0.757  7.412  0.130
C  1.313  2.987  -4.375  -0.116
C  -0.152  3.211  -4.612  -0.123
O  -0.653  3.424  -3.293  0.052
C  0.383  3.857  -2.529  -0.566
O  0.265  4.273  -1.425  0.155
O  1.562  3.743  -3.187  0.066
H  1.930  3.343  -5.198  0.139
H  1.545  1.939  -4.184  0.112
H  -0.350  4.102  -5.213  0.135
H  -0.633  2.353  -5.079  0.114
C  2.147  -2.338  -5.747  -0.110
C  2.412  -1.333  -4.659  -0.116
O  1.854  -0.133  -5.205  0.037
C  0.920  -0.495  -6.116  -0.567
O  0.156  0.263  -6.625  0.149
O  0.967  -1.821  -6.368  0.077
H  1.974  -3.340  -5.360  0.142
H  2.949  -2.375  -6.489  0.133
H  1.892  -1.573  -3.729  0.131
H  3.472  -1.208  -4.449  0.135
C  -3.799  1.299  -3.920  -0.128
C  -2.815  0.164  -3.891  -0.123
O  -3.661  -0.983  -3.939  0.075
C  -4.833  -0.604  -4.507  -0.566
O  -5.689  -1.352  -4.845  0.166
O  -4.900  0.746  -4.639  0.059
H  -3.409  2.180  -4.426  0.126
H  -4.138  1.584  -2.921  0.136
H  -2.157  0.159  -4.765  0.123
H  -2.206  0.165  -2.987  0.125
C  -3.702  4.503  2.170  -0.125
C  -5.173  4.692  1.920  -0.124
O  -5.696  4.842  3.240  0.061
C  -4.685  5.278  4.034  -0.570
O  -4.826  5.660  5.149  0.161
O  -3.495  5.222  3.387  0.064
H  -3.086  4.910  1.370  0.139
H  -3.428  3.457  2.326  0.114
H  -5.389  5.598  1.349  0.132
H  -5.626  3.840  1.416  0.134

Its strongest force on any atom is 1.943 eV/Å. The net charge is -1. The multiplicity is 1.

***

Formula: C30H55B6F24N10
Source: the OMol25 dataset
Level of theory: wB97M-V/def2-TZVPD

Each line ends with the Löwdin charge.
Geometry (Å):
C  -3.755  2.140  -7.785  -0.072
C  -3.076  0.847  -8.160  -0.183
N  -1.852  0.625  -7.389  -0.052
C  -0.592  0.488  -7.865  -0.042
C  0.304  0.538  -6.853  0.046
N  -0.488  0.692  -5.720  -0.035
C  -1.775  0.752  -6.033  0.021
C  0.063  0.687  -4.380  -0.003
H  -4.486  2.512  -8.498  0.078
H  -2.956  2.866  -7.619  0.090
H  -4.241  2.047  -6.812  0.076
H  -2.889  0.882  -9.234  0.119
H  -3.721  -0.024  -8.026  0.123
H  -0.451  0.394  -8.930  0.127
H  1.378  0.577  -6.784  0.145
H  -2.624  0.935  -5.398  0.164
H  0.637  1.543  -4.039  0.108
H  0.668  -0.200  -4.203  0.089
H  -0.818  0.540  -3.754  0.077
C  2.634  0.036  5.250  -0.057
C  1.877  0.442  6.495  -0.124
N  2.783  0.796  7.619  -0.030
C  2.358  1.368  8.776  -0.010
C  3.422  1.473  9.613  -0.012
N  4.502  0.961  8.937  -0.096
C  4.090  0.569  7.709  0.020
C  5.815  0.772  9.501  0.005
H  3.272  0.743  4.712  0.098
H  1.986  -0.450  4.527  0.093
H  3.455  -0.620  5.570  0.066
H  1.303  -0.419  6.830  0.133
H  1.243  1.300  6.277  0.144
H  1.298  1.525  8.891  0.144
H  3.441  1.785  10.642  0.133
H  4.736  0.138  6.964  0.168
H  5.750  0.318  10.490  0.100
H  6.306  1.733  9.648  0.105
H  6.391  0.098  8.874  0.105
C  3.325  -2.825  0.638  -0.062
C  3.669  -1.741  -0.387  -0.151
N  2.820  -0.563  -0.238  0.000
C  2.690  0.202  0.912  0.023
C  1.732  1.118  0.625  0.003
N  1.303  0.959  -0.644  -0.030
C  1.964  -0.081  -1.153  0.020
C  0.220  1.665  -1.259  0.002
H  2.352  -3.183  0.273  0.049
H  3.043  -2.426  1.610  0.066
H  4.016  -3.659  0.557  0.076
H  3.509  -2.166  -1.378  0.114
H  4.720  -1.455  -0.400  0.126
H  3.170  0.075  1.865  0.115
H  1.360  1.932  1.226  0.118
H  1.697  -0.494  -2.113  0.147
H  -0.468  2.153  -0.578  0.097
H  -0.324  0.980  -1.911  0.055
H  0.592  2.432  -1.940  0.102
C  -2.050  6.181  -0.332  -0.048
C  -2.124  4.665  -0.349  -0.151
N  -3.527  4.269  -0.338  0.009
C  -4.376  4.371  -1.394  -0.032
C  -5.615  3.974  -0.962  0.003
N  -5.478  3.711  0.387  -0.108
C  -4.198  3.859  0.733  0.006
C  -6.560  3.392  1.303  -0.002
H  -2.685  6.637  -1.091  0.073
H  -1.033  6.485  -0.592  0.080
H  -2.141  6.656  0.647  0.080
H  -1.517  4.154  0.397  0.113
H  -1.737  4.280  -1.295  0.106
H  -4.086  4.716  -2.374  0.118
H  -6.586  3.910  -1.418  0.124
H  -3.809  3.837  1.739  0.172
H  -7.323  2.757  0.863  0.091
H  -7.053  4.332  1.560  0.092
H  -6.124  2.996  2.216  0.099
C  -2.890  -9.814  0.601  -0.063
C  -2.559  -8.689  1.590  -0.165
N  -2.010  -7.571  0.846  -0.065
C  -2.713  -6.525  0.253  0.008
C  -1.802  -5.642  -0.221  0.025
N  -0.565  -6.227  -0.138  -0.063
C  -0.720  -7.354  0.533  -0.032
C  0.683  -5.650  -0.613  0.038
H  -3.752  -9.499  0.009  0.078
H  -3.215  -10.719  1.115  0.077
H  -2.082  -10.056  -0.085  0.080
H  -1.777  -9.040  2.263  0.123
H  -3.379  -8.293  2.183  0.130
H  -3.783  -6.409  0.256  0.136
H  -1.902  -4.703  -0.755  0.133
H  0.061  -8.068  0.742  0.167
H  0.584  -4.566  -0.582  0.086
H  0.773  -5.903  -1.671  0.117
H  1.541  -6.094  -0.118  0.104
B  3.860  -0.796  -4.446  -1.271
F  4.969  -0.403  -3.662  0.080
F  3.187  -1.879  -3.884  0.104
F  2.999  0.333  -4.450  0.061
F  4.243  -1.069  -5.765  0.086
B  -2.863  3.221  -3.449  -1.232
F  -4.243  2.971  -3.256  0.080
F  -2.591  3.163  -4.848  0.084
F  -2.593  4.512  -2.998  0.091
F  -2.151  2.239  -2.762  0.146
B  -1.623  1.567  3.193  -1.257
F  -0.382  0.872  3.009  0.053
F  -2.532  0.804  3.957  0.062
F  -1.401  2.727  3.962  0.071
F  -2.098  1.885  1.923  0.105
B  6.224  0.236  2.080  -1.276
F  5.354  1.178  2.669  0.073
F  6.474  0.483  0.737  0.115
F  7.456  0.175  2.742  0.079
F  5.569  -1.020  2.251  0.046
B  1.048  4.585  0.930  -1.283
F  0.296  3.699  1.685  0.120
F  0.794  4.474  -0.461  0.088
F  0.769  5.897  1.328  0.097
F  2.430  4.327  1.162  0.075
B  -0.611  -2.589  -2.643  -1.265
F  -0.508  -2.258  -3.978  0.135
F  0.610  -3.061  -2.110  0.086
F  -0.956  -1.385  -1.971  0.091
F  -1.579  -3.581  -2.403  0.080

Its strongest force on any atom is 2.183 eV/Å. The net charge is -1. The multiplicity is 1.

***

no.,gap between HOMO and LUMO (eV),HOMO (Eh)
1,5.61,-0.1383
2,6.59,-0.2091